Here is an isolated molecule of C9H19N3O3 in a non-equilibrium geometry from the Open Molecules 2025 dataset. Energies are from ωB97M-V/def2-TZVPD.

As for the SMILES: C[C@H](N)C(=O)N[C@@H](CCCCN)C(=O)O. The LUMO energy is 0.5 eV. The total energy comes out at -20254.486 eV. For the relative energy (zero: lowest compared OMol25 entry of this formula, charge and spin), the calculation gives 70.5 kJ/mol. As for the HOMO energy: -0.3419 hartree. The calculation puts the orbital gap at 9.8 eV. Its spin multiplicity is 1.

Last column: Löwdin charge in e.
Geometry (Å):
C: -3.9841 -2.5351 1.0776  -0.087
C: -2.5717 -2.0576 1.0191  -0.422
N: -1.8681 -2.8071 2.0601  0.053
C: -2.5015 -0.5887 1.2858  -0.432
O: -3.4637 0.0390 1.7168  0.062
N: -1.3170 0.0872 1.1289  0.115
C: -0.0716 -0.2838 0.5067  -0.253
C: 0.3850 0.8199 -0.4608  -0.125
C: 1.6675 0.4152 -1.1997  -0.233
C: 2.1042 1.3721 -2.2640  -0.226
C: 2.4504 2.7990 -1.7154  -0.292
N: 3.2196 3.6563 -2.6177  -0.023
C: 0.9033 -0.6976 1.5787  -0.457
O: 1.1130 -1.8378 1.9163  0.113
O: 1.5193 0.4018 2.0971  0.124
H: -4.1043 -3.5874 0.7982  0.080
H: -4.5905 -1.9595 0.3504  0.091
H: -4.3487 -2.3264 2.1144  0.102
H: -2.2063 -2.3436 -0.0156  0.149
H: -1.8571 -3.8201 1.8012  0.102
H: -0.8821 -2.4993 2.1701  0.052
H: -1.3970 1.0613 1.4823  0.174
H: -0.3238 -1.1792 -0.0260  0.140
H: 0.4821 1.7254 0.0958  0.101
H: -0.3622 0.9879 -1.2627  0.140
H: 2.5482 0.2527 -0.5306  0.125
H: 1.6002 -0.5855 -1.6259  0.117
H: 2.9856 0.9878 -2.7933  0.109
H: 1.3002 1.4689 -3.0154  0.113
H: 1.5506 3.3212 -1.2529  0.123
H: 3.1322 2.6228 -0.8502  0.114
H: 2.7027 3.8828 -3.4557  0.058
H: 4.0778 3.1686 -2.8803  0.067
H: 2.1079 0.0392 2.7668  0.127



Here is a 12-piece molecular cluster, C48H92N12O16S overall in a non-equilibrium geometry from the Open Molecules 2025 dataset. Energies are from ωB97M-V/def2-TZVPD.

The LUMO energy is -0.6 eV. The total energy comes out at -112746.756 eV. As for the HOMO energy: -0.3214 hartree. The calculation puts the orbital gap at 8.1 eV. Its spin multiplicity is 1.

Last column: Löwdin charge in e.
Geometry (Å):
C: -1.7300 -2.6723 -1.5548  -0.098
C: -1.6131 -1.1450 -1.7324  -0.228
C: -2.6837 -0.5912 -2.7131  -0.170
C: -2.1118 0.5729 -3.5615  -0.109
C: -2.6467 1.9342 -3.2080  -0.074
C: -1.9011 3.0242 -3.2289  -0.104
C: -0.4599 3.0538 -3.6001  -0.011
C: 0.4074 3.4878 -2.4359  -0.402
O: -0.0159 4.0614 -1.4907  0.192
O: 1.7619 3.1833 -2.5860  0.099
C: 2.1617 2.1814 -1.7190  -0.470
C: 3.3014 1.3064 -2.1875  0.040
O: 1.6670 1.9906 -0.6543  0.109
C: -2.5527 4.3092 -2.8011  -0.267
O: -2.3305 5.3523 -3.3549  0.138
C: -3.5281 4.1180 -1.6366  -0.161
N: -3.6358 5.0369 -0.5224  0.149
C: -3.4021 4.4049 0.4876  -0.729
S: -3.0794 3.4890 1.7084  0.839
C: -4.2841 3.0374 -1.6430  0.072
C: -4.0905 2.1046 -2.8010  -0.332
O: -4.9841 1.5653 -3.3831  0.148
H: -2.3711 -3.1332 -2.3076  0.065
H: -0.7431 -3.1337 -1.6319  0.069
H: -2.1275 -2.9139 -0.5605  0.042
H: -1.8419 -0.7082 -0.7634  0.076
H: -0.6100 -0.8224 -2.0162  0.090
H: -3.5512 -0.3149 -2.1132  0.106
H: -3.0235 -1.3629 -3.4024  0.103
H: -1.0451 0.5910 -3.3490  0.084
H: -2.2096 0.3401 -4.6229  0.131
H: -0.3143 3.8066 -4.3857  0.152
H: -0.0741 2.1255 -4.0086  0.123
H: 3.1596 0.3342 -1.7283  0.070
H: 4.2413 1.7145 -1.8104  0.106
H: 3.3598 1.2287 -3.2693  0.081
H: -4.9871 2.7952 -0.8589  0.138
C: 5.6861 2.0289 -5.3118  -0.007
C: 6.1193 0.6581 -4.8492  -0.537
O: 6.0668 0.3225 -3.6762  0.015
N: 6.5773 -0.2070 -5.7911  0.012
C: 6.7103 0.0135 -7.2201  -0.073
H: 5.3483 2.6024 -4.4538  0.077
H: 6.5221 2.5544 -5.7743  0.087
H: 4.8630 1.9467 -6.0232  0.087
H: 6.8498 -1.1026 -5.4187  0.142
H: 6.1059 -0.7217 -7.7537  0.085
H: 7.7549 -0.1173 -7.5071  0.084
H: 6.3876 1.0092 -7.5027  0.071
C: -0.0472 9.3872 0.5640  -0.015
C: -1.4469 9.7740 0.1501  -0.564
O: -2.1010 10.5968 0.7729  0.018
N: -1.9607 9.1719 -0.9508  0.012
C: -1.3202 8.1864 -1.8069  -0.066
H: 0.2259 9.9471 1.4536  0.080
H: -0.0011 8.3210 0.7933  0.081
H: 0.6620 9.6247 -0.2296  0.083
H: -2.8967 9.4684 -1.1781  0.140
H: -1.2680 8.5894 -2.8196  0.087
H: -1.9122 7.2735 -1.8219  0.056
H: -0.3180 7.9551 -1.4627  0.072
C: -4.0739 -2.6894 2.2735  0.003
C: -3.1163 -1.5969 1.8664  -0.519
O: -2.1728 -1.8089 1.1231  0.018
N: -3.3351 -0.3441 2.3559  0.012
C: -4.3957 0.0986 3.2426  -0.084
H: -3.7677 -3.6205 1.8042  0.086
H: -4.0590 -2.8219 3.3562  0.085
H: -5.0858 -2.4483 1.9446  0.086
H: -2.6591 0.3354 2.0437  0.114
H: -4.9738 0.8817 2.7481  0.073
H: -3.9542 0.5111 4.1523  0.077
H: -5.0590 -0.7165 3.5094  0.073
C: 0.0467 -6.4986 -0.7700  -0.014
C: -1.4079 -6.3773 -1.1311  -0.545
O: -2.2068 -5.7548 -0.4455  0.011
N: -1.8235 -6.9882 -2.2761  0.003
C: -1.0300 -7.7638 -3.2163  -0.065
H: 0.2298 -5.9584 0.1538  0.086
H: 0.3250 -7.5394 -0.6225  0.066
H: 0.6618 -6.0591 -1.5578  0.073
H: -2.8041 -6.8641 -2.4627  0.109
H: -1.0843 -7.2965 -4.2010  0.084
H: -1.4399 -8.7738 -3.2868  0.077
H: 0.0075 -7.8216 -2.9069  0.079
C: -4.4641 7.4940 2.7956  0.002
C: -5.4410 6.3682 2.9579  -0.560
O: -5.5825 5.5061 2.1021  -0.006
N: -6.1758 6.3326 4.1019  0.006
C: -6.1412 7.2709 5.2176  -0.067
H: -3.9594 7.3855 1.8414  0.076
H: -4.9778 8.4526 2.8069  0.092
H: -3.7184 7.4677 3.5929  0.084
H: -6.8133 5.5532 4.1510  0.140
H: -5.8726 6.7385 6.1301  0.061
H: -7.1329 7.7091 5.3436  0.084
H: -5.4217 8.0639 5.0483  0.079
C: 3.1623 -9.3129 2.0105  -0.009
C: 3.0866 -8.0517 1.1841  -0.539
O: 2.4595 -7.9841 0.1403  0.026
N: 3.7491 -6.9534 1.6322  0.017
C: 4.5556 -6.7994 2.8250  -0.078
H: 2.5857 -10.0917 1.5212  0.081
H: 4.1969 -9.6471 2.0978  0.083
H: 2.7447 -9.1409 3.0034  0.083
H: 3.6467 -6.1506 1.0290  0.133
H: 4.1228 -6.0078 3.4394  0.074
H: 5.5620 -6.5055 2.5227  0.084
H: 4.6099 -7.7144 3.4056  0.072
C: 4.8852 -4.8141 -1.8998  -0.006
C: 3.6204 -4.0740 -2.2597  -0.547
O: 2.6056 -4.6531 -2.6174  0.019
N: 3.6423 -2.7187 -2.1701  0.024
C: 4.7463 -1.8616 -1.7677  -0.077
H: 4.7159 -5.8808 -2.0172  0.082
H: 5.7008 -4.5145 -2.5598  0.081
H: 5.1565 -4.6124 -0.8614  0.066
H: 2.7678 -2.2852 -2.4189  0.131
H: 4.4323 -1.2876 -0.8938  0.071
H: 4.9726 -1.1723 -2.5845  0.050
H: 5.6364 -2.4287 -1.5201  0.079
C: 3.1379 2.9727 1.4758  -0.003
C: 4.5819 3.3134 1.7474  -0.544
O: 5.5006 2.7532 1.1690  0.022
N: 4.8432 4.2802 2.6707  0.003
C: 3.8914 5.0485 3.4506  -0.079
H: 3.0950 2.1980 0.7349  0.047
H: 2.6599 2.6084 2.3872  0.094
H: 2.6050 3.8476 1.1017  0.094
H: 5.8256 4.4591 2.8037  0.137
H: 4.0261 6.1105 3.2371  0.082
H: 4.0774 4.8790 4.5131  0.081
H: 2.8695 4.7681 3.2204  0.070
C: 5.9868 -1.0691 1.8518  0.000
C: 5.1579 -2.2633 2.2608  -0.543
O: 4.9701 -3.2153 1.5166  0.016
N: 4.6138 -2.2515 3.5050  0.009
C: 4.7251 -1.2191 4.5196  -0.074
H: 6.3534 -1.2154 0.8408  0.075
H: 5.3779 -0.1643 1.8734  0.078
H: 6.8415 -0.9605 2.5204  0.089
H: 4.0723 -3.0738 3.7179  0.132
H: 5.1800 -1.6449 5.4156  0.082
H: 3.7273 -0.8562 4.7718  0.082
H: 5.3289 -0.3863 4.1775  0.072
C: -6.5673 -10.3976 -3.6860  -0.014
C: -5.1697 -9.8276 -3.6468  -0.553
O: -4.2615 -10.2887 -4.3180  0.030
N: -4.9469 -8.7657 -2.8270  0.011
C: -5.8941 -8.0865 -1.9602  -0.071
H: -6.5888 -11.2328 -4.3790  0.081
H: -6.8583 -10.7560 -2.6979  0.083
H: -7.2754 -9.6417 -4.0278  0.083
H: -3.9966 -8.4365 -2.8470  0.102
H: -5.9557 -7.0360 -2.2495  0.084
H: -5.5405 -8.1434 -0.9296  0.086
H: -6.8816 -8.5300 -2.0226  0.070
C: -1.6616 5.3494 7.4582  -0.010
C: -3.0462 5.5235 6.8824  -0.545
O: -3.9170 6.1501 7.4655  0.027
N: -3.3011 4.9531 5.6756  0.024
C: -2.4012 4.1774 4.8407  -0.107
H: -1.6110 5.8561 8.4169  0.083
H: -1.4451 4.2913 7.6105  0.084
H: -0.9166 5.7868 6.7922  0.084
H: -4.2430 5.1052 5.3440  0.117
H: -2.3075 4.6747 3.8785  0.016
H: -2.8332 3.1860 4.6883  0.064
H: -1.4185 4.0750 5.2891  0.077



Here is an isolated molecule of C12H16N2O4 in a non-equilibrium geometry from the Open Molecules 2025 dataset. Energies are from ωB97M-V/def2-TZVPD.

As for the SMILES: C[C@H](N)C(=O)N[C@@H](Cc1ccc(O)cc1)C(=O)O. The LUMO energy is 0.5 eV. The total energy comes out at -23870.107 eV. For the relative energy (zero: lowest compared OMol25 entry of this formula, charge and spin), the calculation gives 494.1 kJ/mol. As for the HOMO energy: -0.2976 hartree. The calculation puts the orbital gap at 8.6 eV. Its spin multiplicity is 1.

Last column: Löwdin charge in e.
Geometry (Å):
C: -3.7704 -1.8470 -0.8122  -0.081
C: -2.3079 -2.0955 -0.6482  -0.476
N: -2.0412 -3.3187 -0.0721  0.027
C: -1.8103 -0.8946 0.2782  -0.401
O: -2.1308 -0.9850 1.5003  0.029
N: -1.0753 0.0597 -0.3436  0.120
C: -0.6316 1.2743 0.3299  -0.306
C: 0.6162 1.9355 0.0968  -0.155
C: 1.7238 0.9759 0.1096  -0.207
C: 2.8544 1.2609 -0.8121  -0.048
C: 3.8615 0.4180 -0.7860  -0.045
C: 3.8249 -0.8132 -0.0203  -0.265
O: 4.7790 -1.7413 -0.2772  0.057
C: 2.8537 -0.9913 0.9854  -0.016
C: 1.7703 -0.1868 0.9262  -0.030
C: -1.6421 2.3481 0.0461  -0.332
O: -1.6252 3.6469 0.0921  0.022
O: -2.9185 1.8386 -0.2098  0.068
H: -4.0852 -2.4578 -1.6838  0.072
H: -4.1544 -0.7832 -1.2135  0.127
H: -4.3496 -2.2661 0.0303  0.093
H: -1.6108 -2.0472 -1.5418  0.148
H: -2.1241 -3.2276 0.9147  0.062
H: -2.7369 -4.0184 -0.5644  0.143
H: -1.4550 0.0637 -1.3242  0.177
H: -0.6808 1.0138 1.3329  0.137
H: 0.5881 2.6865 1.1193  0.211
H: 0.8113 2.6927 -0.9018  0.193
H: 2.8075 2.1666 -1.4723  0.123
H: 4.7400 0.8671 -1.2695  0.123
H: 4.8042 -2.6340 0.0355  0.103
H: 2.9374 -1.9443 1.3476  0.088
H: 0.7719 -0.4055 1.3331  0.112
H: -3.3398 2.7261 -0.2362  0.127



Here is a 2-piece molecular cluster, CH7N4 overall in a non-equilibrium geometry from the Open Molecules 2025 dataset. Energies are from ωB97M-V/def2-TZVPD.

As for the total charge: +1. The LUMO energy is -4.9 eV. The total energy comes out at -7100.658 eV. For the relative energy (zero: lowest compared OMol25 entry of this formula, charge and spin), the calculation gives 211.2 kJ/mol. As for the HOMO energy: -0.5576 hartree. The calculation puts the orbital gap at 10.3 eV. Its spin multiplicity is 1.

Last column: Löwdin charge in e.
Geometry (Å):
C: 1.7723 -0.8155 0.0273  0.031
N: -2.2012 -1.0094 0.4564  0.189
N: -2.0631 0.2569 0.5472  -0.137
N: -1.1589 1.0057 0.0071  0.098
N: 1.2572 0.1752 -0.5781  0.043
H: 1.2325 -1.3968 0.7244  0.076
H: 2.7864 -1.0725 -0.1842  0.091
H: 0.0125 0.8054 -0.2301  0.103
H: -1.2961 1.9370 0.0495  0.071
H: -2.7571 0.8424 1.1604  0.243
H: 1.8809 0.6762 -1.2189  0.111
H: -1.5803 -1.3031 -0.2814  0.081



Question: Which value of orbital gap does entry 3 give?
Answer: 8.6 eV